Molecular formula: C3H7N3O2S
Method: DFT, wB97M-V/def2-TZVPD

Geometry as XYZ:
```
16
Properties=species:S:1:pos:R:3:forces:R:3
C 1.69323 0.24068 -0.39821 4.52 -2.98 -2.78
C -0.03684 -1.51587 -0.42911 2.09 -1.60 0.48
C -0.55591 0.82845 0.31286 1.01 -0.93 1.46
N 2.62003 -1.02994 -1.33258 -5.29 1.25 3.14
N 0.49874 -0.16594 -0.17684 -1.42 2.34 0.49
N 3.81417 -0.66197 -1.53868 0.35 -0.34 -1.37
O 4.16367 0.46530 -1.29511 1.79 3.17 0.95
O 4.54558 -1.43201 -2.11823 0.83 -1.54 -0.48
S 2.69833 1.63247 -0.04052 -2.11 0.40 0.72
H -0.11748 -2.02333 0.57724 -0.50 0.69 -0.95
H -0.98816 -1.37686 -0.94095 0.14 -0.47 0.01
H 0.75854 -2.18874 -0.95237 -1.64 1.69 0.42
H -1.20673 1.15639 -0.46511 -0.29 -0.09 -0.91
H -1.13082 0.23921 1.04347 0.03 0.53 -0.13
H -0.14791 1.74998 0.79937 -0.02 -1.19 -0.42
H 1.74330 2.37102 0.71828 0.52 -0.94 -0.63
```
Forces are in eV/Å.

Values from the calculation:
- net charge = 0
- ΔE to the lowest compared entry with this formula, charge and spin (eV) = 5.229
- 2S+1 = 1
- LUMO (eV) = 0.158
- total energy (a.u.) = -831.1981
- HOMO (eV) = -9.04


Molecular formula: C17H57NO14
Method: DFT, wB97M-V/def2-TZVPD

Geometry as XYZ:
```
89
Properties=species:S:1:pos:R:3:forces:R:3
C 2.76034 -6.22680 1.81488 -0.35 -0.28 0.17
O 1.82482 -5.42871 2.55698 0.67 -0.40 -0.94
C 2.22279 -4.06965 2.51348 -1.85 1.00 0.39
C 0.98853 -3.13511 2.76299 -0.59 -0.72 -0.57
C -0.10622 -3.13130 1.70895 -0.62 -1.69 -0.80
N 1.42370 -1.78500 2.82536 1.37 1.51 1.21
H 2.80090 -5.97338 0.75553 0.24 0.78 -0.03
H 2.47834 -7.27645 1.73220 -0.51 0.00 0.80
H 3.73961 -6.19465 2.29246 0.20 0.15 -0.19
H 2.93896 -3.82062 3.29656 0.31 -0.17 0.03
H 2.62195 -3.77675 1.54239 0.25 -0.18 -0.21
H 0.51910 -3.38943 3.71328 0.18 -0.31 0.23
H -0.59369 -4.09311 1.54965 0.23 -0.49 0.06
H 0.28083 -2.83749 0.73326 0.14 0.27 -0.02
H -0.97020 -2.51052 1.94618 0.33 0.54 0.25
H 0.64602 -1.15691 2.68107 0.14 -0.09 -0.10
H 2.09924 -1.55957 2.10916 0.00 -0.03 -0.27
O -3.14455 -0.58225 1.23206 -0.23 -0.57 1.13
C -3.30348 -0.04007 2.55682 0.21 0.53 -1.44
C -2.25438 1.03148 2.89347 0.08 -1.33 0.17
O -0.95537 0.40165 2.94746 -0.40 0.61 0.39
H -2.78892 0.01060 0.56599 -0.08 0.90 -0.08
H -4.27023 0.45020 2.67147 -0.37 -0.06 -0.10
H -3.29302 -0.93860 3.17378 0.24 0.33 0.48
H -2.39753 1.47621 3.87826 -0.51 0.21 -0.09
H -2.24862 1.80603 2.12656 0.10 -0.07 -0.03
H -0.92329 0.05945 3.84382 0.50 -0.31 -0.03
O 5.82220 0.07623 2.11764 -0.59 0.67 -0.69
C 4.44053 0.47358 1.90178 -0.59 -0.07 -0.11
C 4.01275 0.31397 0.40771 1.18 0.78 1.34
O 3.95136 -1.06531 0.18469 -0.34 -1.01 -0.60
H 6.05573 0.45593 2.96788 0.22 -0.11 0.01
H 3.87407 -0.22505 2.51753 -0.56 -0.08 -0.29
H 4.18240 1.45313 2.30420 0.48 0.32 -0.27
H 4.77180 0.72686 -0.25671 0.29 0.30 0.12
H 3.09207 0.82007 0.11734 -0.25 -0.35 0.60
H 4.86470 -1.34773 0.27217 0.07 -0.47 0.01
O -2.18004 1.31134 -0.60971 -0.09 -0.46 1.06
C -0.80930 1.26054 -0.92430 0.02 0.67 -1.88
C -0.12286 -0.01224 -0.54358 -0.47 0.04 0.06
O 0.40032 0.12243 0.74897 1.26 -0.07 0.17
H -2.52662 2.06706 -1.08969 -0.69 0.27 -0.21
H -0.76595 1.39631 -2.00494 0.28 -0.25 -0.35
H -0.28769 2.13048 -0.52527 0.26 -0.07 0.45
H 0.66050 -0.24480 -1.26495 0.24 0.08 0.27
H -0.80520 -0.86223 -0.54934 -0.30 -0.03 -0.28
H -0.31260 0.23978 1.38109 -0.31 -0.31 0.21
C -1.18698 -3.39602 -2.30306 0.23 0.07 -0.89
O -2.37319 -4.13336 -2.41427 -0.92 -0.55 0.54
H -0.55086 -3.75328 -3.11289 0.61 0.34 0.03
H -1.46405 -2.36078 -2.50210 0.34 0.07 0.28
H -0.66768 -3.51091 -1.35163 -0.12 0.17 0.10
H -2.24198 -4.97421 -1.97001 -0.14 -0.07 -0.05
C 2.41861 -3.69858 -1.65196 0.13 0.68 0.09
O 2.33335 -2.28783 -1.79596 -0.46 -0.28 -0.23
H 3.42862 -4.01838 -1.90832 -0.01 -0.40 -0.26
H 2.24464 -3.97959 -0.61327 -0.24 -0.24 0.05
H 1.65881 -4.13726 -2.29875 0.24 -0.17 0.05
H 2.82673 -1.91214 -1.06313 0.30 0.43 0.22
C -1.23386 4.74841 -3.98154 2.23 1.94 -0.10
O -2.48651 4.96219 -4.52972 -1.75 -1.18 -0.30
H -1.05797 5.49182 -3.20404 -0.01 -0.42 0.77
H -0.97375 3.74052 -3.65813 -0.86 -0.07 0.02
H -0.44851 5.03297 -4.68179 0.17 -0.32 -0.46
H -2.57668 5.80767 -4.97539 0.37 -0.01 0.17
C -1.06868 4.79408 0.57964 0.72 -1.16 0.07
O -0.78935 6.07681 0.09544 -0.74 0.65 -0.13
H -1.53661 4.75082 1.56314 0.29 0.35 0.35
H -1.71975 4.17181 -0.03436 -0.12 0.23 -0.58
H -0.08230 4.33030 0.58788 -0.19 -0.41 0.43
H -1.60012 6.58222 0.18934 0.03 0.32 -0.16
C -4.78585 3.21825 -2.63513 0.19 0.29 -0.53
O -3.47502 3.36124 -2.08435 -0.29 0.09 0.14
H -5.12100 4.17738 -3.02991 -0.18 0.21 0.27
H -4.71172 2.58928 -3.52226 -0.39 -0.52 0.22
H -5.49281 2.86801 -1.88303 0.27 -0.19 -0.13
H -3.02569 3.86960 -2.76353 0.37 0.18 0.03
C -2.06614 0.86059 -4.85901 -0.18 -1.34 -0.76
O -1.86271 -0.14573 -3.87320 0.29 0.51 0.58
H -1.30287 1.63700 -4.80691 -0.20 -0.02 0.38
H -1.95297 0.37044 -5.82600 0.12 0.29 -0.36
H -3.08962 1.23536 -4.84952 0.06 0.43 0.31
H -2.17459 -0.99807 -4.18602 -0.09 0.14 -0.16
C 1.76439 2.11675 3.64937 -1.14 0.00 -0.14
O 1.68690 2.25985 2.25736 0.85 0.43 -0.78
H 0.81840 2.51625 4.01486 0.04 0.10 0.80
H 1.80315 1.06192 3.92128 0.40 -0.04 0.30
H 2.59229 2.70535 4.04463 0.04 -0.19 -0.06
H 1.13013 1.56963 1.88967 -0.07 -0.28 -0.23
```
Forces are in eV/Å.

Values from the calculation:
- SMILES string = COC[C@H](C)N.OCCO.OCCO.OCCO.CO.CO.CO.CO.CO.CO.CO
- net charge = 0
- 2S+1 = 1
- LUMO (eV) = 0.382
- total energy (a.u.) = -1789.7874
- HOMO (eV) = -8.44


Molecular formula: C2H9NS
Method: DFT, wB97M-V/def2-TZVPD

Geometry as XYZ:
```
13
Properties=species:S:1:pos:R:3:forces:R:3
H 5.05030 -0.69193 -0.00015 -0.05 0.02 -0.03
H 4.39870 -0.42668 -0.23922 0.04 -0.02 0.03
C -0.13247 1.26657 0.32595 0.26 0.45 0.06
C 0.51294 0.33690 -0.59288 0.61 -0.85 0.30
S 0.59822 -0.15938 1.19039 -0.43 0.14 -0.36
H -1.19526 1.39926 0.27174 -0.43 -0.37 0.14
H 0.36811 2.19136 0.55068 0.25 0.20 -0.04
H -0.07592 -0.34861 -1.18952 -0.16 0.24 0.02
H 1.50507 0.54562 -0.96821 -0.10 0.24 -0.14
N -2.66953 -0.96960 -0.08614 0.15 0.38 0.16
H -1.95565 -0.77618 0.62135 -0.25 -0.29 -0.19
H -3.48884 -0.41618 0.15399 0.11 -0.24 -0.06
H -2.91566 -1.95115 -0.03798 0.00 0.10 0.10
```
Forces are in eV/Å.

Values from the calculation:
- SMILES string = [H][H].C1CS1.N
- net charge = 0
- ΔE to the lowest compared entry with this formula, charge and spin (eV) = 1.473
- 2S+1 = 1
- LUMO (eV) = 1.009
- total energy (a.u.) = -534.4755
- HOMO (eV) = -8.88


Molecular formula: C4H12
Method: DFT, wB97M-V/def2-TZVPD

Geometry as XYZ:
```
16
Properties=species:S:1:pos:R:3:forces:R:3
C 1.85428 -0.03773 0.87291 -1.03 -0.20 1.38
C 2.23391 0.50574 -0.46559 0.08 0.01 -0.65
H 0.91965 0.40139 1.28094 0.24 0.07 -0.30
H 1.68115 -1.11603 0.86852 0.09 -0.03 -0.14
H 2.53326 0.15729 1.70192 0.45 0.00 -0.32
H 2.93746 -0.14789 -0.95998 0.32 -0.21 -0.09
H 2.69705 1.48196 -0.43422 -0.04 0.30 0.14
H 1.38072 0.55884 -1.14663 -0.09 0.09 0.03
C -2.20383 -0.71981 -0.85660 -0.25 0.78 -1.66
C -1.84867 0.27720 0.40551 0.40 -0.64 1.05
H -3.12466 -0.45413 -1.38422 0.19 -0.10 0.34
H -1.36609 -0.82791 -1.54051 0.02 -0.11 0.25
H -2.33136 -1.51062 -0.09939 0.05 -0.24 0.57
H -0.82986 0.06295 0.70283 0.18 -0.04 -0.20
H -2.50301 0.18837 1.26121 -0.32 0.30 0.00
H -2.03000 1.18039 -0.20668 -0.31 0.01 -0.40
```
Forces are in eV/Å.

Values from the calculation:
- net charge = +1
- ΔE to the lowest compared entry with this formula, charge and spin (eV) = 0.322
- 2S+1 = 2
- ⟨S²⟩ = 0.75
- LUMO (spin up / spin down) (eV) = -3.601 / -10.689
- total energy (a.u.) = -159.1580
- HOMO (spin up / spin down) (eV) = -15.19 / -15.14


Molecular formula: C4H6Si
Method: DFT, wB97M-V/def2-TZVPD

Geometry as XYZ:
```
11
Properties=species:S:1:pos:R:3:forces:R:3
C 1.26108 1.89355 1.98642 -0.92 1.32 -2.00
C 1.12236 0.78080 1.23529 0.59 0.35 1.72
C 0.16483 0.46522 0.29395 -4.07 -7.87 -9.75
C -0.23737 -0.51364 -0.76827 3.82 7.73 8.05
Si -1.45267 -0.66522 -2.11696 -2.34 -0.43 0.74
H 2.10708 2.00171 2.59242 1.01 -0.18 1.09
H 0.74594 2.90343 1.81057 0.25 -2.00 0.15
H 1.72842 -0.11881 1.36340 0.42 0.50 0.52
H -2.36521 0.34587 -1.32956 0.24 -0.81 -1.51
H -2.11942 -2.06776 -2.05221 0.59 1.02 0.04
H -1.26088 -0.50475 -3.62065 0.40 0.38 0.97
```
Forces are in eV/Å.

Values from the calculation:
- SMILES string = C=CC#C[SiH3]
- net charge = 0
- ΔE to the lowest compared entry with this formula, charge and spin (eV) = 4.274
- 2S+1 = 1
- LUMO (spin up / spin down) (eV) = -0.504 / -0.502
- total energy (a.u.) = -445.2779
- HOMO (spin up / spin down) (eV) = -8.64 / -8.64


Molecular formula: C4H7N2
Method: DFT, wB97M-V/def2-TZVPD

Geometry as XYZ:
```
13
Properties=species:S:1:pos:R:3:forces:R:3
C 1.42321 -2.20648 1.39539 1.97 -0.45 -1.15
C -1.49464 1.43786 0.15013 -2.34 2.66 -0.14
C -2.82175 2.19155 0.02188 -0.54 -0.02 -0.31
C 2.32870 -1.44643 -0.85076 2.92 3.37 1.75
N 1.97667 -1.94424 0.41112 -2.35 -1.28 2.80
N -0.40789 1.08955 0.16053 0.78 -0.97 0.14
H 1.16117 -2.66652 2.38632 0.00 0.86 -1.28
H -2.82659 2.97202 -0.75961 0.90 -0.66 -0.16
H -3.19856 2.86261 0.86022 0.86 -1.73 -0.28
H -3.59557 1.47278 -0.34080 0.46 0.53 0.76
H 1.67933 -1.68766 -1.59070 -2.61 -0.43 -1.78
H 3.29177 -1.73442 -1.22761 0.70 -0.78 0.55
H 2.48413 -0.34061 -0.61609 -0.74 -1.11 -0.90
```
Forces are in eV/Å.

Values from the calculation:
- net charge = +1
- ΔE to the lowest compared entry with this formula, charge and spin (eV) = 3.769
- 2S+1 = 1
- LUMO (eV) = -4.925
- total energy (a.u.) = -265.7700
- HOMO (eV) = -14.86


Molecular formula: C2H4O2Rh
Method: DFT, wB97M-V/def2-TZVPD

Geometry as XYZ:
```
9
Properties=species:S:1:pos:R:3:forces:R:3
O 0.16787 0.17521 1.38592 0.95 -3.30 -1.65
H 0.53845 -0.05263 2.24514 0.51 -0.21 1.02
O -0.65907 0.75630 -0.94211 2.00 -3.51 -0.96
Rh -1.03907 1.75811 0.81459 -2.34 3.94 1.94
H -0.96122 0.93682 -1.83822 -0.37 0.26 -1.08
C 0.05112 -0.42263 -0.82584 -3.46 2.06 -3.15
C 0.43656 -0.75334 0.40630 3.16 1.39 3.25
H 0.06869 -1.09389 -1.67982 0.46 0.11 -0.17
H 1.39666 -1.30395 0.43404 -0.92 -0.76 0.81
```
Forces are in eV/Å.

Values from the calculation:
- net charge = +2
- 2S+1 = 6
- ⟨S²⟩ = 8.76
- LUMO (spin up / spin down) (eV) = -10.378 / -14.317
- total energy (a.u.) = -338.6194
- HOMO (spin up / spin down) (eV) = -16.34 / -21.82


Molecular formula: C4H9FN2S
Method: DFT, wB97M-V/def2-TZVPD

Geometry as XYZ:
```
17
Properties=species:S:1:pos:R:3:forces:R:3
C -0.17906 2.35663 0.12321 0.99 4.16 -0.25
C 0.86108 2.06685 1.21900 -0.92 -1.17 -1.32
S 0.12179 0.89494 2.39315 -0.03 0.00 0.11
C -0.37206 -0.31102 1.11725 -0.02 -1.27 1.27
N -0.72368 0.12119 -0.17523 0.43 -0.27 -1.79
N -0.63348 1.25655 -0.62559 -1.24 -0.92 -0.75
H -1.07653 2.98787 0.45565 1.12 -1.03 -0.29
H 0.32522 3.02792 -0.72129 -0.87 -1.11 1.83
H 1.56603 1.47374 0.61759 0.73 0.51 0.72
H 1.27384 2.94022 1.72346 -0.01 -0.24 -0.19
H -1.32858 -0.77569 1.39081 0.21 0.11 0.68
H 0.30853 -1.21261 1.02561 -0.38 1.23 0.00
C -0.01472 -2.90550 -1.69728 -4.61 -0.57 -0.94
F 0.24453 -4.23610 -1.80006 0.30 -1.02 -0.18
H 0.61785 -2.48959 -1.03432 1.95 1.37 2.70
H 0.16529 -2.41379 -2.62355 -0.12 0.25 -1.03
H -1.15607 -2.78160 -1.38842 2.47 -0.02 -0.56
```
Forces are in eV/Å.

Values from the calculation:
- SMILES string = C1CSCN=N1.CF
- net charge = 0
- ΔE to the lowest compared entry with this formula, charge and spin (eV) = 3.268
- 2S+1 = 1
- LUMO (eV) = 0.593
- total energy (a.u.) = -765.2625
- HOMO (eV) = -8.69